{
  "formula": "C24H22N4OS2",
  "method": "wB97M-V/def2-TZVPD",
  "symbols": ["O", "C", "C", "S", "C", "N", "N", "C", "C", "C", "C", "C", "S", "N", "C", "C", "C", "C", "C", "C", "C", "N", "C", "C", "C", "C", "C", "C", "C", "C", "C", "H", "H", "H", "H", "H", "H", "H", "H", "H", "H", "H", "H", "H", "H", "H", "H", "H", "H", "H", "H", "H", "H"],
  "xyz": [[1.407, -3.645, 3.401], [0.917, -3.409, 2.311], [1.827, -3.283, 1.094], [2.313, -1.532, 0.890], [1.452, -1.125, -0.562], [0.716, -1.929, -1.287], [0.200, -1.213, -2.290], [0.626, 0.025, -2.183], [0.233, 1.052, -3.096], [-0.613, 0.862, -4.159], [-0.845, 2.038, -4.893], [-0.180, 3.111, -4.388], [0.746, 2.708, -3.001], [1.451, 0.133, -1.088], [2.170, 1.268, -0.576], [1.289, 2.247, 0.164], [1.581, 3.604, 0.113], [0.807, 4.513, 0.811], [-0.266, 4.072, 1.567], [-0.560, 2.721, 1.622], [0.214, 1.810, 0.924], [-0.409, -3.242, 2.143], [-1.265, -3.189, 3.312], [-1.688, -1.741, 3.550], [-2.195, -1.103, 2.285], [-2.939, 0.070, 2.341], [-3.373, 0.693, 1.186], [-3.062, 0.148, -0.049], [-2.337, -1.026, -0.118], [-1.902, -1.657, 1.042], [-1.137, -2.954, 0.932], [1.406, -3.617, 0.151], [2.750, -3.818, 1.318], [-1.036, -0.099, -4.381], [-1.480, 2.086, -5.759], [-0.171, 4.121, -4.744], [2.676, 1.773, -1.406], [2.934, 0.880, 0.108], [2.417, 3.948, -0.478], [1.042, 5.565, 0.763], [-0.872, 4.781, 2.112], [-1.393, 2.368, 2.209], [-0.030, 0.759, 0.975], [-2.142, -3.819, 3.132], [-0.707, -3.578, 4.165], [-0.821, -1.174, 3.905], [-2.452, -1.697, 4.328], [-3.177, 0.494, 3.307], [-3.950, 1.604, 1.246], [-3.385, 0.635, -0.957], [-2.092, -1.458, -1.077], [-1.857, -3.769, 0.761], [-0.484, -2.907, 0.059]],
  "atomic_forces_ev_per_a": [[0.314, 0.029, 0.196], [0.188, -0.145, -0.260], [0.097, 0.251, 0.049], [0.227, -0.076, 0.326], [-0.132, -0.218, -0.162], [0.681, -0.280, 0.740], [-0.353, 0.816, -0.892], [0.081, -0.805, 0.411], [-0.117, 0.927, -0.539], [0.276, -0.093, 0.382], [0.016, 0.260, -0.053], [0.236, -0.028, 0.219], [-0.450, -0.333, -0.436], [-0.340, -0.722, -0.251], [0.209, 0.414, 0.244], [-0.016, 0.078, 0.092], [0.039, -0.124, 0.092], [0.051, 0.095, 0.007], [-0.032, 0.049, 0.034], [-0.042, 0.039, 0.077], [0.057, -0.040, -0.058], [-0.429, -0.057, 0.076], [0.081, 0.114, 0.480], [0.096, -0.200, 0.006], [0.004, 0.067, 0.002], [-0.006, -0.026, -0.057], [-0.070, 0.050, 0.031], [-0.046, 0.017, -0.091], [-0.003, -0.032, 0.028], [0.040, -0.001, 0.002], [-0.069, -0.123, -0.359], [-0.001, -0.066, -0.011], [-0.176, 0.008, -0.015], [-0.075, -0.195, -0.026], [-0.107, 0.038, -0.142], [-0.033, 0.199, -0.107], [0.062, -0.116, 0.161], [-0.006, 0.094, -0.218], [0.096, 0.058, -0.101], [0.015, 0.095, -0.009], [-0.054, 0.065, 0.041], [-0.048, -0.018, 0.033], [-0.063, -0.162, -0.008], [0.038, 0.002, -0.010], [-0.152, 0.006, -0.125], [-0.022, -0.056, 0.069], [0.012, 0.023, 0.023], [-0.032, 0.054, 0.111], [-0.043, 0.089, 0.006], [-0.030, 0.050, -0.088], [0.035, -0.033, -0.120], [0.100, 0.055, -0.008], [-0.105, -0.090, 0.212]],
  "smiles": "O=C(CSc1nnc(-c2cccs2)n1Cc1ccccc1)N1CCc2ccccc2C1",
  "multiplicity": 1,
  "e_tot_ev": -54924.164
}